85
Properties=species:S:1:pos:R:3 method="wB97M-V/def2-TZVPD" homo_energy_ev=-6.561 energy_ha=-11893.0874 multiplicity=1
Tl 0.01 0.01 0.85
Se 4.46 -6.67 0.80
N 3.62 -5.80 2.09
C 2.76 -4.99 1.52
C 1.86 -4.13 2.25
C 1.82 -4.11 3.64
C 0.91 -3.29 4.27
C 0.07 -2.51 3.48
N 0.11 -2.50 2.16
C 0.98 -3.30 1.53
C 0.98 -3.31 0.06
N 0.15 -2.47 -0.58
C 0.13 -2.46 -1.90
C 0.91 -3.30 -2.69
C 1.78 -4.16 -2.05
C 1.83 -4.17 -0.66
C 2.73 -5.03 0.08
N 3.57 -5.87 -0.49
H 2.50 -4.74 4.19
H 0.83 -3.26 5.35
H -0.67 -1.85 3.94
H -0.55 -1.74 -2.36
H 0.85 -3.26 -3.77
H 2.43 -4.83 -2.61
C -3.73 -1.06 -1.78
As -2.39 0.35 -1.46
C -3.65 1.86 -1.36
C -1.81 0.71 -3.31
C -2.52 0.25 -4.41
C -2.09 0.51 -5.71
C -0.92 1.24 -5.91
C -0.21 1.70 -4.82
C -0.64 1.46 -3.51
As 0.36 2.11 -1.95
C 0.94 3.87 -2.63
C 2.04 1.13 -2.35
H -4.59 -0.70 -2.35
H -4.08 -1.41 -0.81
H -3.28 -1.91 -2.30
H -4.25 1.91 -2.26
H -3.08 2.78 -1.24
H -4.30 1.74 -0.49
H -3.42 -0.33 -4.27
H -2.66 0.15 -6.55
H -0.57 1.44 -6.91
H 0.70 2.27 -4.99
H 1.30 3.84 -3.65
H 1.73 4.25 -1.98
H 0.10 4.56 -2.57
H 2.35 1.26 -3.39
H 1.88 0.07 -2.16
H 2.84 1.48 -1.70
I -1.96 5.24 1.23
C -2.94 3.54 1.99
C -4.10 3.66 2.73
C -4.74 2.53 3.20
I -6.50 2.78 4.33
C -4.22 1.24 2.92
C -4.81 0.03 3.35
C -4.24 -1.16 3.02
C -3.06 -1.17 2.26
N -2.47 -0.07 1.86
C -3.02 1.13 2.16
C -2.33 2.31 1.65
O -1.29 2.23 0.93
H -4.51 4.63 2.95
H -5.72 0.06 3.93
H -4.69 -2.10 3.33
H -2.58 -2.10 1.97
C 2.43 3.72 2.09
N 3.44 2.78 1.65
C 4.41 3.05 0.70
C 5.10 1.91 0.50
N 4.55 0.95 1.33
C 4.96 -0.43 1.38
C 3.53 1.49 2.04
Se 2.47 0.64 3.26
H 2.88 4.71 2.21
H 2.04 3.39 3.05
H 1.61 3.77 1.38
H 4.51 4.02 0.25
H 5.93 1.70 -0.15
H 6.05 -0.50 1.48
H 4.65 -0.96 0.48
H 4.50 -0.89 2.25